1.
The following is a DFT calculation (wB97M-V/def2-TZVPD) of a cluster of 3 separate species, C2H11N2Si in total in a non-equilibrium geometry.

```
16
Properties=species:S:1:pos:R:3:forces:R:3
Si -2.264100 -0.588859 2.427245 1.7 0.0 -3.2
N 0.550179 0.372965 0.653870 0.6 0.3 1.3
N 2.674097 0.794148 -1.685918 2.8 1.1 0.0
C -0.572509 -0.195476 0.465437 -2.7 -0.9 1.3
C -1.024315 -0.606925 -0.892825 0.9 3.0 0.9
H -1.884952 0.036278 -1.179581 0.6 -0.6 -0.1
H -2.264795 -2.020654 2.780411 0.2 0.3 0.2
H 2.548830 1.785320 -1.943303 -0.3 -0.3 0.3
H -0.187335 -0.624155 -1.550397 0.5 0.7 -1.1
H -1.436320 0.477500 2.872977 0.2 0.5 1.4
H -3.347501 -0.139339 1.576619 -0.5 0.0 0.2
H 1.234073 0.469288 -0.144889 0.0 0.3 0.8
H 2.737163 0.376506 -2.587965 -1.1 -0.9 -1.2
H 0.752054 0.649005 1.660254 0.3 -0.3 -2.1
H -1.264072 -1.582751 -0.810384 -1.6 -3.3 0.2
H 3.749502 0.797148 -1.641550 -1.6 0.0 1.2
```
Positions in Å, forces in eV/Å.

Results
lowest unoccupied orbital energy = -4.2779 eV
M = 91.2 g mol⁻¹
energy relative to the best compared isomer or geometry (same formula, charge and spin) = 207.0 kJ/mol
E_HOMO = -13.7 eV
net charge = +1

2.
The following is a DFT calculation (wB97M-V/def2-TZVPD) of a structure of composition C46H60Cl3N5P2PbSi in a non-equilibrium geometry.

```
118
Properties=species:S:1:pos:R:3:forces:R:3
Pb -1.079036 1.400081 -0.419374 -0.1 0.0 -0.3
Cl 0.772574 -2.371995 -4.663398 1.7 -2.4 -2.7
Cl 0.121661 1.598829 -4.308363 0.4 0.1 0.5
Cl 3.047076 -0.326577 -4.725354 -0.2 -0.1 -0.8
P 2.031517 1.758080 -0.029904 0.1 -0.1 0.1
P -1.869978 -1.555328 -0.484650 -0.5 -0.1 -0.2
Si -0.317745 0.250654 1.917661 0.0 0.0 0.0
N -0.276781 -0.455375 -2.688751 -0.4 -0.8 0.4
N -5.286636 -1.398957 -2.967578 0.0 0.0 0.0
N -6.994699 2.822222 -2.916358 0.0 0.0 0.0
N -1.564220 3.448857 1.284688 0.0 0.1 0.1
N -3.632855 1.363243 -0.262740 -0.2 0.1 0.3
C -2.184164 5.238548 3.074370 0.1 0.0 0.0
C 1.156313 -3.235676 -3.190306 -0.3 -0.4 1.4
C 4.838717 -1.907668 0.045428 0.0 0.1 0.0
C -3.769990 -2.336890 2.592319 -0.1 0.0 -0.1
C 3.076543 3.475292 -1.987356 -0.1 0.0 0.0
C 3.505293 2.041105 2.370582 0.0 0.0 0.0
C 1.304060 5.249073 -1.885078 0.0 -0.1 0.0
C 0.085278 -4.462437 1.736575 0.0 0.0 0.0
C -1.446647 -1.292121 -3.299855 1.6 -0.2 0.7
C 0.746736 -3.703986 2.690276 0.0 0.0 0.0
C 2.522354 -0.978077 -0.273453 0.0 0.0 -0.1
C 3.012507 3.270730 -0.465139 0.0 0.1 0.0
C -6.285328 1.999717 -2.527651 0.0 0.0 0.0
C 2.335847 1.563353 1.773108 0.0 -0.1 0.0
C 1.665000 0.703501 3.912965 0.0 0.0 0.0
C 0.152891 -3.912368 -2.290451 0.0 0.4 -0.3
C 3.759871 1.845514 3.716518 0.0 0.0 0.0
C -0.672888 -3.827596 0.769912 0.0 0.0 0.0
C -0.794458 -2.433450 0.726545 0.0 0.0 0.0
C 0.618678 -2.326243 2.671243 0.0 0.0 0.0
C -5.410515 0.996262 -2.051974 0.0 0.0 0.0
C -0.916449 5.929469 3.586157 0.0 0.0 0.0
C -5.211510 -3.653416 0.964131 0.1 -0.1 0.0
C 3.487958 -2.092547 -0.665654 0.0 0.0 0.1
C -3.867812 -1.310985 1.466738 0.1 -0.1 0.0
C 3.003495 0.373211 -0.827103 -0.1 0.1 0.0
C 1.747833 3.958528 -2.566456 0.1 0.1 0.1
C -3.969746 -3.450231 0.096349 -0.1 0.1 0.0
C 1.379464 0.885697 2.551825 0.0 0.0 0.0
C -1.930558 -2.328815 -2.219322 0.0 0.4 0.2
C 1.154663 5.017566 -0.384287 0.1 0.0 -0.1
C -4.465637 1.259156 -1.066879 0.1 -0.1 -0.1
C -3.586281 -1.962925 0.095033 0.1 0.1 0.1
C 2.835218 1.162973 4.493168 0.0 0.0 0.0
C -1.861165 4.232970 2.065407 0.0 0.0 0.0
C 2.467348 4.530157 0.227719 -0.1 -0.1 0.0
C -5.387768 -0.311199 -2.586470 0.0 0.0 0.0
C -4.885656 -3.383793 2.443706 0.0 0.0 0.0
C 1.474191 -0.750608 -4.200899 0.5 1.7 2.1
C -0.152011 -1.655151 1.713526 0.0 0.0 0.0
C 4.545488 0.437373 -0.816566 0.0 0.0 0.1
C 5.127407 -0.420730 0.306812 0.0 0.0 -0.1
C -1.365545 -3.737689 -2.500840 0.1 0.1 0.1
C 0.636300 0.098284 -3.543750 -0.6 -0.5 -2.0
C -1.457365 0.520995 3.414393 0.0 0.0 0.0
C -0.875437 -2.041319 -4.423390 -2.2 0.6 -1.3
H 2.185826 -3.239087 -2.844017 0.1 0.2 -0.3
H 4.910719 1.461644 -0.750462 0.0 0.0 0.0
H -2.477504 0.757334 3.112004 0.0 0.0 0.0
H 4.908864 0.048162 -1.773241 0.0 0.0 0.0
H 0.550479 -1.889216 -5.973213 -0.3 0.4 0.4
H 3.054548 -3.064084 -0.414564 0.0 0.0 0.0
H -4.875593 -0.887359 1.458345 0.0 0.1 0.0
H -3.842165 -1.844188 3.564031 0.0 0.0 0.0
H 4.835093 -2.451426 0.992644 0.0 0.0 0.0
H 2.664244 0.434941 -1.867749 0.1 0.0 0.0
H 4.688583 -0.117711 1.259457 0.0 0.0 0.0
H -1.498976 -0.364438 4.054226 0.0 0.0 0.0
H 3.220061 5.320056 0.126301 0.0 0.0 0.0
H 2.340795 4.345669 1.297820 0.0 0.0 0.0
H -1.177469 6.644348 4.364114 0.0 0.0 0.0
H 3.628378 -2.075138 -1.751367 0.0 0.0 0.0
H 4.675678 2.221410 4.154939 0.0 0.0 0.0
H 1.354017 -4.184366 3.447393 0.0 0.0 0.0
H 0.233218 -1.144851 -2.137720 0.0 0.2 0.1
H 0.393638 -4.981527 -2.267020 0.0 0.0 0.1
H 2.057218 -2.683988 -5.136523 0.1 0.2 0.8
H -1.893705 -4.455067 -1.869502 0.1 0.0 0.1
H -0.413818 6.460692 2.779385 0.0 0.0 0.0
H -4.584246 -4.311984 2.935077 0.0 0.0 0.0
H 1.515367 -1.202319 -0.639908 0.0 0.1 0.1
H 2.443429 -0.947727 0.816519 0.0 0.0 0.0
H 1.846098 4.100537 -3.644028 0.0 0.0 0.0
H 3.022502 0.995543 5.546561 0.0 0.0 0.0
H 0.361612 5.599484 -2.310418 0.0 0.0 0.0
H -3.166974 -4.065924 0.506682 0.0 0.0 0.0
H -1.614459 -3.991181 -3.530216 -0.1 -0.1 0.0
H -3.016601 -2.360204 -2.336478 0.0 -0.2 -0.2
H -4.200708 -1.467075 -0.658348 0.0 0.0 0.0
H -2.712787 4.735770 3.885049 0.0 0.0 0.0
H 4.030333 3.107892 -0.106294 0.0 0.0 0.0
H 0.376151 -3.575897 -5.220068 -0.2 0.3 0.4
H 0.377159 4.266471 -0.220001 -0.1 0.0 0.0
H -5.786587 -3.034335 2.953253 0.0 0.0 0.0
H 0.943517 0.196415 4.544138 0.0 0.0 0.0
H 6.203385 -0.255258 0.386957 0.0 0.0 0.0
H 3.395574 2.556189 -2.486176 0.0 0.0 0.0
H 1.140958 -1.751540 3.426571 0.0 0.0 0.0
H -2.789907 -2.820715 2.556183 0.0 0.0 0.0
H 2.053980 6.028791 -2.061563 0.0 0.0 0.0
H -5.591577 -4.669010 0.841874 0.0 0.0 0.0
H 4.240351 2.572918 1.780283 0.0 0.0 0.0
H 0.394043 -3.519155 -1.298537 0.1 -0.2 0.1
H -3.189738 -0.475033 1.629139 0.0 0.0 0.0
H -4.163834 -3.783170 -0.925308 0.0 0.0 0.0
H 0.979943 3.194239 -2.415717 0.1 0.1 0.0
H 3.843834 4.230567 -2.190505 0.0 0.0 0.0
H -1.088544 1.357316 4.011987 0.0 0.0 0.0
H -5.997409 -2.979107 0.614706 0.0 0.0 0.0
H -2.237785 -0.625355 -3.636019 -0.1 0.1 0.1
H -2.871010 5.955904 2.624380 0.0 0.0 0.0
H 5.634713 -2.337033 -0.567050 0.0 0.0 0.0
H 0.157369 -5.542711 1.742426 0.0 0.0 0.0
H -1.172612 -4.436956 0.032135 0.0 0.0 0.0
H 0.830273 5.933033 0.117301 0.0 0.0 0.0
H -0.221343 5.201520 4.002323 0.0 0.0 0.0
```
Positions in Å, forces in eV/Å.

Results
lowest unoccupied orbital energy (alpha / beta) = -0.9072 / -0.4318 eV
M = 1086.6 g mol⁻¹
energy relative to the best compared isomer or geometry (same formula, charge and spin) = 1787.9 kJ/mol
E_HOMO (alpha / beta) = -7.2 / -7.2 eV
net charge = 0